ORCA calculation (the ωB97M-V functional and the def2-TZVPD basis) on one molecule with the formula C3H5N at a distorted geometry.

The total energy comes out at -4679.1245 eV. The energy above the lowest of the compared OMol25 structures with the same formula, charge and spin comes out at 63.0 kcal per mole. Its structure (SMILES) is N=C1CC1. The HOMO energy comes out at -9.91 eV. Its HOMO-LUMO gap is 10.9 eV.

Geometry as XYZ:
```
9
Properties=species:S:1:pos:R:3:lowdin_charge:R:1
C 0.2437 0.7673 -0.2294 -0.389
C -0.1347 0.1383 0.9875 -0.089
C -0.1617 -0.5931 -0.4180 -0.064
N 0.9658 1.8467 -0.7144 0.122
H 0.7876 0.0508 1.7290 0.147
H -1.1068 0.4257 1.4635 0.116
H -1.1856 -0.8679 -0.6525 0.105
H 0.6026 -1.1387 -0.8381 0.076
H 1.1588 1.6248 -1.6333 -0.023
```